(1)
{"formula": "C6H15NO", "method": "wB97M-V/def2-TZVPD", "e_lumo_ha": 0.0360, "orbital_gap_ha": 0.3536, "e_homo_ev": -8.6414, "elements": ["C", "C", "C", "O", "C", "N", "C", "C", "H", "H", "H", "H", "H", "H", "H", "H", "H", "H", "H", "H", "H", "H", "H"], "coordinates": [[0.700, 1.151, -0.896], [-0.127, 1.573, 0.349], [-1.610, 1.602, 0.050], [-2.181, 2.898, -0.110], [0.664, -0.357, -1.132], [1.248, -1.262, -0.124], [0.308, -2.310, 0.318], [1.101, -3.199, 1.276], [1.734, 1.530, -0.831], [0.425, 1.658, -1.831], [0.142, 0.830, 1.105], [0.304, 2.542, 0.635], [-1.806, 0.962, -0.820], [-2.207, 1.273, 0.913], [-1.848, 3.573, 0.470], [-0.374, -0.675, -1.331], [1.186, -0.596, -2.074], [1.719, -0.655, 0.537], [-0.673, -2.008, 0.735], [0.041, -2.761, -0.638], [0.429, -3.776, 1.913], [1.741, -2.611, 1.931], [1.705, -3.933, 0.745]]}

---

(2)
{"formula": "C6H15NO", "method": "wB97M-V/def2-TZVPD", "e_lumo_ha": 0.0276, "orbital_gap_ha": 0.3570, "e_homo_ev": -8.9637, "elements": ["C", "N", "C", "O", "C", "C", "C", "C", "H", "H", "H", "H", "H", "H", "H", "H", "H", "H", "H", "H", "H", "H", "H"], "coordinates": [[-0.182, -0.808, -1.545], [-1.326, 0.038, -1.913], [-2.162, 0.381, -0.666], [-2.972, -0.702, -0.274], [1.008, 0.114, -0.885], [0.909, 0.109, 0.664], [1.688, -0.808, 1.431], [0.803, 1.474, 1.463], [-0.450, -1.666, -0.948], [0.240, -1.002, -2.533], [-1.874, -0.342, -2.702], [-2.706, 1.313, -1.048], [-1.520, 0.740, 0.103], [-2.614, -0.991, 0.562], [2.003, -0.293, -1.105], [1.149, 1.117, -1.317], [-0.183, -0.242, 0.639], [1.986, -1.746, 0.943], [2.495, -0.323, 1.870], [1.201, -1.350, 2.317], [-0.274, 1.671, 1.755], [1.427, 1.243, 2.390], [1.357, 2.072, 0.799]]}

---

Stability comparison, relative energies in hartree: (1) 0.0000; (2) 0.0517

---

(1)
{"formula": "C24H64O8", "method": "wB97M-V/def2-TZVPD", "e_lumo_ha": 0.0170, "orbital_gap_ha": 0.3774, "e_homo_ev": -9.8068, "elements": ["C", "C", "C", "O", "H", "H", "H", "H", "H", "H", "H", "H", "C", "C", "C", "O", "H", "H", "H", "H", "H", "H", "H", "H", "C", "C", "C", "O", "H", "H", "H", "H", "H", "H", "H", "H", "C", "C", "C", "O", "H", "H", "H", "H", "H", "H", "H", "H", "C", "C", "C", "O", "H", "H", "H", "H", "H", "H", "H", "H", "C", "C", "C", "O", "H", "H", "H", "H", "H", "H", "H", "H", "C", "C", "C", "O", "H", "H", "H", "H", "H", "H", "H", "H", "C", "C", "C", "O", "H", "H", "H", "H", "H", "H", "H", "H"], "coordinates": [[6.980, 4.961, -1.346], [7.995, 4.055, -0.635], [7.429, 3.299, 0.551], [8.422, 3.159, -1.657], [7.484, 5.557, -2.107], [6.499, 5.608, -0.612], [6.262, 4.254, -1.760], [8.782, 4.719, -0.279], [8.140, 2.526, 0.843], [6.476, 2.854, 0.265], [7.343, 4.012, 1.371], [7.876, 2.369, -1.654], [-9.347, -6.587, -0.803], [-7.832, -6.359, -0.759], [-7.437, -5.203, 0.119], [-7.172, -7.475, -0.278], [-9.586, -7.474, -1.388], [-9.823, -5.727, -1.275], [-9.807, -6.647, 0.183], [-7.469, -6.148, -1.765], [-7.709, -5.349, 1.164], [-7.911, -4.274, -0.197], [-6.350, -5.112, 0.127], [-7.342, -8.216, -0.865], [-1.906, -7.730, 5.964], [-2.227, -7.431, 4.484], [-1.132, -7.923, 3.570], [-3.441, -8.060, 4.157], [-1.715, -8.789, 6.139], [-2.764, -7.401, 6.549], [-1.080, -7.130, 6.347], [-2.342, -6.353, 4.362], [-1.344, -7.900, 2.502], [-0.861, -8.967, 3.730], [-0.238, -7.344, 3.802], [-3.666, -8.089, 3.224], [0.883, 1.734, 0.793], [1.046, 0.191, 0.676], [-0.227, -0.485, 1.191], [1.160, -0.102, -0.692], [-0.017, 2.075, 0.281], [1.694, 2.247, 0.276], [0.912, 2.064, 1.831], [1.915, -0.141, 1.243], [-0.592, -0.057, 2.125], [-0.043, -1.558, 1.246], [-1.105, -0.339, 0.562], [0.401, 0.288, -1.130], [8.309, -2.597, -4.002], [6.964, -2.767, -3.248], [7.156, -3.868, -2.154], [6.542, -1.584, -2.577], [8.228, -1.872, -4.812], [8.591, -3.556, -4.436], [9.135, -2.230, -3.394], [6.187, -3.048, -3.959], [7.957, -3.565, -1.480], [7.538, -4.788, -2.596], [6.225, -4.064, -1.621], [5.616, -1.618, -2.325], [3.972, 8.688, 7.532], [4.316, 7.424, 6.812], [3.212, 6.327, 6.842], [4.406, 7.746, 5.444], [4.577, 9.558, 7.276], [4.079, 8.580, 8.611], [2.897, 8.848, 7.455], [5.217, 6.972, 7.227], [3.404, 5.536, 6.117], [2.162, 6.617, 6.815], [3.337, 5.793, 7.783], [3.542, 8.116, 5.250], [-5.152, 5.166, -0.867], [-5.586, 5.387, -2.314], [-6.213, 6.792, -2.542], [-4.491, 5.205, -3.166], [-4.290, 5.813, -0.705], [-4.797, 4.148, -0.705], [-5.885, 5.417, -0.100], [-6.344, 4.628, -2.509], [-6.877, 6.631, -3.392], [-5.491, 7.596, -2.688], [-6.879, 7.087, -1.731], [-4.064, 6.023, -3.432], [-3.940, -0.045, -6.954], [-3.804, -0.798, -5.667], [-3.056, -2.112, -5.872], [-3.012, -0.103, -4.730], [-4.413, -0.665, -7.715], [-3.024, 0.332, -7.407], [-4.549, 0.836, -6.751], [-4.772, -0.998, -5.209], [-3.823, -2.747, -6.316], [-2.759, -2.574, -4.930], [-2.233, -2.071, -6.586], [-3.330, 0.802, -4.743]]}

---

(2)
{"formula": "C24H64O8", "method": "wB97M-V/def2-TZVPD", "e_lumo_ha": 0.0181, "orbital_gap_ha": 0.3654, "e_homo_ev": -9.4517, "elements": ["C", "C", "C", "O", "H", "H", "H", "H", "H", "H", "H", "H", "C", "C", "C", "O", "H", "H", "H", "H", "H", "H", "H", "H", "C", "C", "C", "O", "H", "H", "H", "H", "H", "H", "H", "H", "C", "C", "C", "O", "H", "H", "H", "H", "H", "H", "H", "H", "C", "C", "C", "O", "H", "H", "H", "H", "H", "H", "H", "H", "C", "C", "C", "O", "H", "H", "H", "H", "H", "H", "H", "H", "C", "C", "C", "O", "H", "H", "H", "H", "H", "H", "H", "H", "C", "C", "C", "O", "H", "H", "H", "H", "H", "H", "H", "H"], "coordinates": [[1.618, -39.549, -29.103], [2.695, -40.533, -28.612], [3.337, -41.368, -29.719], [3.764, -39.778, -28.036], [1.989, -39.195, -30.064], [1.328, -38.726, -28.450], [0.705, -40.063, -29.403], [2.293, -41.175, -27.828], [3.891, -40.726, -30.404], [2.512, -41.886, -30.208], [4.007, -42.120, -29.303], [4.298, -40.443, -27.596], [6.067, -35.437, -29.103], [5.781, -36.930, -28.757], [6.454, -37.377, -27.474], [4.442, -37.144, -28.636], [7.106, -35.218, -29.348], [5.686, -34.771, -28.329], [5.609, -35.169, -30.056], [6.295, -37.431, -29.578], [6.008, -36.770, -26.686], [7.524, -37.185, -27.555], [6.176, -38.406, -27.247], [4.269, -38.063, -28.420], [1.915, -38.494, -25.231], [1.902, -37.518, -24.075], [1.933, -35.992, -24.419], [0.780, -37.791, -23.274], [2.000, -39.523, -24.881], [2.769, -38.261, -25.866], [1.033, -38.449, -25.870], [2.807, -37.694, -23.493], [1.117, -35.800, -25.116], [2.742, -35.662, -25.071], [1.707, -35.313, -23.597], [0.053, -37.573, -23.861], [1.039, -35.513, -29.229], [1.918, -34.431, -28.491], [1.077, -33.423, -27.694], [2.679, -35.188, -27.588], [1.636, -36.387, -29.487], [0.548, -35.059, -30.090], [0.256, -35.936, -28.600], [2.557, -33.775, -29.083], [0.392, -32.775, -28.239], [1.689, -32.791, -27.051], [0.528, -33.953, -26.915], [3.255, -35.732, -28.129], [1.591, -29.792, -27.899], [2.079, -28.412, -28.340], [1.324, -27.220, -27.679], [3.448, -28.273, -28.087], [1.933, -29.992, -26.883], [1.959, -30.549, -28.591], [0.504, -29.862, -27.843], [1.948, -28.237, -29.407], [1.876, -26.302, -27.877], [1.232, -27.375, -26.604], [0.343, -27.051, -28.124], [3.620, -27.392, -27.746], [-1.762, -34.254, -32.590], [-2.111, -33.053, -33.489], [-2.968, -33.509, -34.738], [-2.847, -32.189, -32.745], [-1.219, -33.989, -31.683], [-1.050, -34.900, -33.104], [-2.653, -34.808, -32.294], [-1.201, -32.480, -33.666], [-3.651, -34.304, -34.438], [-2.268, -33.892, -35.481], [-3.572, -32.721, -35.187], [-3.436, -32.687, -32.173], [4.863, -32.891, -25.926], [4.334, -31.794, -24.996], [3.087, -32.185, -24.186], [5.375, -31.397, -24.112], [4.185, -33.021, -26.769], [4.928, -33.861, -25.433], [5.825, -32.673, -26.390], [3.955, -30.892, -25.477], [2.378, -32.656, -24.867], [2.607, -31.290, -23.792], [3.330, -32.904, -23.404], [6.070, -31.029, -24.663], [-3.718, -36.896, -23.417], [-2.704, -36.546, -24.478], [-1.952, -35.200, -24.201], [-1.848, -37.614, -24.667], [-3.166, -37.251, -22.547], [-4.383, -37.706, -23.714], [-4.394, -36.064, -23.216], [-3.183, -36.423, -25.450], [-1.286, -34.995, -25.040], [-1.302, -35.376, -23.344], [-2.639, -34.357, -24.130], [-2.396, -38.367, -24.900]]}

---

Stability comparison, relative energies in hartree: (1) 0.0274; (2) 0.0000

---

(1)
{"formula": "C5H9ClN2", "method": "wB97M-V/def2-TZVPD", "e_lumo_ha": 0.0157, "orbital_gap_ha": 0.2776, "e_homo_ev": -7.1254, "elements": ["C", "C", "C", "C", "C", "N", "N", "Cl", "H", "H", "H", "H", "H", "H", "H", "H", "H"], "coordinates": [[1.266, -0.119, 0.145], [0.211, -1.063, 0.115], [-1.429, 0.566, -0.352], [2.340, 1.920, 0.043], [-2.128, -1.789, -0.002], [1.180, 1.119, -0.167], [-1.041, -0.715, -0.047], [-3.084, 1.031, -0.042], [2.177, -0.339, 0.613], [0.458, -2.204, 0.007], [-0.852, 1.461, -0.270], [2.288, 2.833, 0.658], [3.225, 1.239, 0.261], [2.707, 2.270, -1.017], [-2.528, -2.055, 0.932], [-2.963, -1.326, -0.544], [-1.828, -2.828, -0.332]]}

---

(2)
{"formula": "C5H9ClN2", "method": "wB97M-V/def2-TZVPD", "e_lumo_ha": 0.0366, "orbital_gap_ha": 0.3537, "e_homo_ev": -8.6270, "elements": ["C", "C", "C", "C", "C", "H", "H", "H", "H", "H", "H", "H", "H", "H", "N", "N", "Cl"], "coordinates": [[2.274, 0.497, 0.588], [1.444, 1.415, -0.273], [-0.349, -0.998, -0.016], [-1.870, -1.187, -0.077], [-1.964, 0.347, -0.251], [1.683, 0.023, 1.385], [3.085, 1.062, 1.064], [1.995, 2.234, -0.804], [0.206, -1.497, 0.811], [0.135, -1.188, -0.982], [-2.332, -1.539, 0.877], [-2.250, -1.822, -0.876], [-2.661, 0.907, 0.367], [-2.083, 0.669, -1.282], [0.178, 1.416, -0.395], [-0.575, 0.466, 0.211], [3.084, -0.806, -0.347]]}

---

Stability comparison, relative energies in hartree: (1) 0.0614; (2) 0.0000

---

(1)
{"formula": "CH4NO3", "method": "wB97M-V/def2-TZVPD", "total_charge": 1, "e_lumo_ha": -0.1718, "orbital_gap_ha": 0.4522, "e_homo_ev": -16.9808, "elements": ["C", "N", "O", "O", "O", "H", "H", "H", "H"], "coordinates": [[0.439, -0.142, 0.089], [-0.955, 0.544, 0.052], [1.373, 0.516, 0.728], [1.501, 0.317, -0.740], [0.134, -1.598, 0.084], [-0.954, 1.018, -0.874], [-0.752, 1.366, 0.792], [-1.757, -0.099, 0.124], [0.971, -1.923, -0.255]]}

---

(2)
{"formula": "CH4NO3", "method": "wB97M-V/def2-TZVPD", "total_charge": 1, "e_lumo_ha": [-0.3074, -0.2320], "orbital_gap_ha": [0.3186, 0.3756], "e_homo_ev": [-17.0345, -16.5334], "elements": ["C", "N", "O", "O", "O", "H", "H", "H", "H"], "coordinates": [[-0.453, 0.188, -0.199], [-0.774, 1.133, 0.621], [0.717, -0.520, -0.284], [2.550, -1.102, 0.298], [-1.176, -0.401, -1.125], [-0.154, 1.728, 1.178], [3.188, -0.447, -0.138], [-1.770, 1.404, 0.880], [-0.651, -1.124, -1.643]]}

---

(3)
{"formula": "CH4NO3", "method": "wB97M-V/def2-TZVPD", "total_charge": 1, "e_lumo_ha": [-0.2799, -0.2722], "orbital_gap_ha": [0.3276, 0.3319], "e_homo_ev": [-16.5300, -16.4388], "elements": ["C", "N", "O", "O", "O", "H", "H", "H", "H"], "coordinates": [[-1.358, 0.102, -0.211], [-0.090, -0.401, -0.235], [0.582, -1.198, -0.753], [2.357, 0.279, 0.081], [1.265, 0.795, 0.491], [-1.463, 1.173, -0.037], [-1.748, -0.219, 0.836], [-2.215, -0.177, -0.921], [2.671, -0.354, 0.748]]}

---

Stability comparison, relative energies in hartree: (1) 0.0000; (2) 0.0343; (3) 0.1516

---

(1)
{"formula": "C2H4N2S3", "method": "wB97M-V/def2-TZVPD", "e_lumo_ha": -0.0133, "orbital_gap_ha": 0.3153, "e_homo_ev": -8.9407, "elements": ["C", "C", "H", "H", "H", "H", "N", "N", "S", "S", "S"], "coordinates": [[1.591, -0.547, 0.007], [-1.736, 0.876, 0.372], [1.309, -1.027, -1.929], [-0.020, -0.233, -1.717], [-1.041, -0.441, 1.782], [-2.699, 0.324, 0.540], [0.747, -0.792, -1.143], [-0.725, 0.247, 1.138], [3.121, -1.186, 0.215], [0.968, 0.526, 1.416], [-1.516, 2.254, -0.681]]}

---

(2)
{"formula": "C2H4N2S3", "method": "wB97M-V/def2-TZVPD", "e_lumo_ha": [-0.0352, -0.0917], "orbital_gap_ha": [0.2965, 0.2133], "e_homo_ev": [-9.0273, -8.2991], "elements": ["C", "C", "N", "N", "S", "S", "S", "H", "H", "H", "H"], "coordinates": [[1.081, -1.570, -0.002], [-1.220, 0.923, 0.177], [0.190, -2.044, -0.604], [0.130, 0.853, 0.322], [2.581, -1.277, 0.306], [-2.353, -0.545, 0.060], [1.290, 1.759, -0.192], [-1.722, 1.366, 1.102], [-1.565, 1.538, -0.601], [-0.698, -1.643, -0.578], [2.286, 0.640, 0.011]]}

---

Stability comparison, relative energies in hartree: (1) 0.0000; (2) 0.1005

---

(1)
{"formula": "C2H4N2S3", "method": "wB97M-V/def2-TZVPD", "e_lumo_ha": [-0.0145, -0.0146], "orbital_gap_ha": [0.2658, 0.2656], "e_homo_ev": [-7.6276, -7.6233], "elements": ["C", "C", "N", "N", "S", "S", "S", "H", "H", "H", "H"], "coordinates": [[1.789, -0.786, -0.018], [-0.574, -0.399, -0.152], [1.386, 0.028, 0.914], [0.127, 0.286, 0.859], [0.471, -1.474, -0.956], [-1.092, 1.723, -1.521], [-2.196, -1.094, -0.018], [2.715, -1.274, -0.298], [-0.158, 0.865, 1.669], [0.294, 2.174, -1.298], [-2.762, -0.050, 0.819]]}

---

(2)
{"formula": "C2H4N2S3", "method": "wB97M-V/def2-TZVPD", "e_lumo_ha": 0.0087, "orbital_gap_ha": 0.3543, "e_homo_ev": -9.4043, "elements": ["C", "C", "N", "N", "S", "S", "S", "H", "H", "H", "H"], "coordinates": [[-1.214, -0.710, -0.240], [-1.054, 0.792, -0.096], [-2.311, 1.394, -0.052], [-3.261, 0.698, 0.119], [-2.983, -0.948, 0.176], [-0.229, 1.452, 1.354], [0.100, 1.494, -1.440], [-1.148, -0.943, -1.291], [-0.565, -1.462, 0.354], [-1.273, 1.490, 2.315], [-0.308, 2.718, -1.097]]}

---

Stability comparison, relative energies in hartree: (1) 0.0461; (2) 0.0000